C27H58Cl6N6O9 | ωB97M-V with the def2-TZVPD basis set

```
106
Properties=species:S:1:pos:R:3:forces:R:3
O -3.037 1.965 -2.955 -0.4 -0.6 -2.5
C -2.877 2.334 -1.869 0.5 0.9 3.0
O -2.489 1.512 -0.839 0.2 0.5 0.8
C -2.306 2.278 0.375 -0.1 1.3 -0.3
C -2.931 3.656 0.006 -0.1 -0.3 0.3
O -3.039 3.609 -1.431 -0.2 -0.2 0.7
H -2.793 1.836 1.243 -0.2 -0.4 -0.4
H -1.262 2.455 0.663 0.1 -0.7 -0.6
H -2.338 4.518 0.326 0.3 -0.2 -0.4
H -3.893 3.816 0.514 -0.1 -0.3 -0.7
C 1.417 5.104 0.397 -0.6 -0.1 -0.2
N 0.739 4.832 -0.871 0.3 1.2 -0.2
C 0.264 5.788 -1.752 -1.2 -1.2 -1.6
C 0.736 7.199 -1.565 0.3 0.6 0.2
O -0.479 5.488 -2.711 1.5 0.4 2.0
H 1.977 6.035 0.403 -0.1 0.0 -0.3
H 2.116 4.299 0.613 -0.2 -0.1 0.2
H 0.658 5.184 1.185 0.3 -0.2 0.2
H 0.494 3.877 -1.063 -0.2 -0.1 -0.1
H 0.682 7.734 -2.507 -0.1 -0.2 -0.2
H 1.770 7.253 -1.215 -0.1 0.0 0.0
H 0.124 7.768 -0.861 0.0 -0.2 0.1
C 0.742 0.143 -1.246 -0.7 -1.0 0.7
N 0.756 -0.154 0.196 -0.2 -0.6 0.5
C 0.170 -1.229 0.813 0.1 0.9 0.7
C -0.185 -2.414 -0.021 0.5 -0.9 0.1
O -0.019 -1.229 2.048 0.3 0.1 -1.4
H 1.515 -0.405 -1.792 0.1 0.2 0.1
H 0.830 1.210 -1.427 0.1 0.1 0.1
H -0.234 -0.192 -1.610 0.1 0.3 -0.3
H 0.966 0.573 0.879 -0.1 0.1 -0.5
H 0.299 -3.279 0.448 0.0 0.2 0.1
H 0.224 -2.378 -1.026 -0.3 0.1 -0.2
H -1.241 -2.670 -0.003 -0.2 0.4 -0.2
C -2.730 -4.609 1.691 0.7 -0.2 -1.5
N -3.007 -5.302 2.908 0.1 0.1 0.1
C -4.040 -5.002 3.734 0.5 -0.9 0.6
C -4.071 -5.794 5.031 0.8 -0.1 0.4
O -4.834 -4.135 3.496 -0.8 1.0 -0.2
H -1.649 -4.584 1.518 0.0 0.2 0.3
H -3.104 -3.595 1.628 -0.3 0.0 0.5
H -3.094 -5.141 0.805 -0.4 0.1 0.1
H -2.541 -6.179 3.005 0.2 -0.2 0.4
H -3.260 -6.525 5.113 -0.3 -0.2 -0.3
H -5.031 -6.266 5.210 -0.1 0.0 -0.1
H -3.845 -5.128 5.872 -0.4 0.2 -0.2
C 3.710 1.823 -0.656 1.0 0.9 0.6
N 3.631 3.078 -1.422 -0.1 -1.3 0.6
C 3.550 3.126 -2.770 -0.7 2.0 0.5
C 3.513 4.510 -3.386 0.2 -0.2 0.2
O 3.473 2.166 -3.473 0.1 -2.1 -1.0
H 4.597 1.930 -0.012 -0.2 -0.3 -0.1
H 3.879 0.958 -1.282 -0.2 0.0 -0.3
H 2.869 1.684 0.024 -0.2 0.0 -0.3
H 3.646 3.906 -0.868 0.0 0.5 -0.2
H 3.233 5.291 -2.680 0.3 0.1 0.0
H 2.795 4.516 -4.197 -0.1 -0.1 -0.1
H 4.515 4.638 -3.802 -0.1 0.5 0.0
C -6.364 -2.587 -2.415 0.3 -0.5 0.5
N -5.247 -1.857 -2.961 -0.2 -0.1 -0.1
C -3.951 -2.183 -2.698 0.3 0.6 0.1
C -2.932 -1.140 -3.097 -0.6 -0.1 -0.2
O -3.637 -3.180 -2.086 0.0 -0.7 0.5
H -6.819 -2.089 -1.553 -0.1 0.3 -0.3
H -5.983 -3.521 -1.998 0.0 -0.1 -0.3
H -7.101 -2.798 -3.183 -0.2 0.0 0.0
H -5.445 -1.163 -3.652 0.1 0.4 0.0
H -1.931 -1.488 -2.888 0.2 -0.2 0.0
H -3.134 -0.245 -2.508 0.1 -0.1 -0.3
H -3.034 -0.907 -4.158 0.1 0.2 0.1
C 3.304 2.184 3.081 0.2 -0.6 -0.5
N 2.011 2.360 3.689 1.1 0.4 1.3
C 0.905 2.335 2.976 -0.9 0.0 0.6
C -0.394 2.512 3.694 -0.4 -0.8 0.0
O 0.939 2.122 1.783 0.0 0.3 -1.7
H 3.433 2.899 2.270 0.1 0.0 0.0
H 3.372 1.176 2.661 0.1 0.1 -0.1
H 4.114 2.300 3.790 -0.1 0.1 0.3
H 1.945 2.452 4.685 0.0 0.1 0.2
H -0.669 1.539 4.123 0.1 0.1 0.1
H -1.136 2.684 2.924 -0.2 0.4 0.1
H -0.404 3.248 4.489 0.0 0.2 0.0
Cl -2.218 -1.041 5.409 0.0 0.3 -0.3
C -1.631 -2.354 4.333 0.0 -0.4 1.1
C -0.164 -2.614 4.544 0.0 -0.5 -0.2
Cl 0.132 -3.244 6.201 0.1 0.1 0.0
H -1.869 -2.146 3.305 0.0 0.3 -0.2
H -2.158 -3.228 4.708 -0.2 -0.1 -0.3
H 0.476 -1.766 4.365 0.0 0.2 0.1
H 0.137 -3.421 3.881 0.0 0.1 -0.1
Cl 0.363 -0.307 -5.679 0.0 -0.2 0.1
C 1.919 -0.343 -4.773 0.2 0.5 -1.4
C 2.284 -1.749 -4.414 -1.0 -0.4 0.7
Cl 3.625 -1.743 -3.242 0.1 0.0 0.2
H 1.790 0.350 -3.957 0.2 -0.1 0.4
H 2.638 0.070 -5.474 0.2 0.2 0.2
H 2.585 -2.401 -5.221 0.1 0.3 -0.4
H 1.389 -2.202 -3.974 0.4 -0.1 0.3
Cl 6.121 -3.242 0.016 0.0 0.1 0.1
C 5.570 -4.882 -0.383 0.0 -0.3 0.1
C 4.311 -4.917 -1.216 0.7 0.0 0.2
Cl 2.945 -4.234 -0.319 -0.2 0.0 0.0
H 5.382 -5.440 0.532 0.2 0.2 0.2
H 6.393 -5.361 -0.908 -0.1 0.0 -0.1
H 4.135 -5.973 -1.407 -0.4 0.1 -0.2
H 4.442 -4.351 -2.132 -0.2 0.0 -0.1
```
Forces are in eV/Å.

Values from the calculation:
Energy relative to the best compared isomer or geometry (same formula, charge and spin) in kJ/mol: 0.0
Net charge: 0
E_HOMO in Eh: -0.3401
Gap between HOMO and LUMO in eV: 9.4
Largest force on an atom in eV/A: 3.17
SMILES: O=C1OCCO1.CNC(C)=O.CNC(C)=O.CNC(C)=O.CNC(C)=O.CNC(C)=O.CNC(C)=O.ClCCCl.ClCCCl.ClCCCl
Energy in eV: -131445.6607